A cluster of 14 separate species, C40H114N6O14 in total at a distorted geometry. Source: OMol25; level of theory: ωB97M-V/def2-TZVPD.

Calculated values
Energy relative to the best compared isomer or geometry (same formula, charge and spin): 329.0 kJ/mol
LUMO energy: 0.40 eV
Charge: 0
HOMO-LUMO gap: 0.3465 Eh
Spin multiplicity: 1

Element x y z (Å)
C (7.6307, -1.3154, -1.1368)
C (7.6938, -0.2543, -2.2625)
C (6.5135, 0.7304, -2.2111)
O (5.2422, 0.0965, -2.1501)
C (4.1910, 1.1113, -2.2316)
N (8.9580, 0.4190, -2.2285)
H (8.0054, -0.9453, -0.1825)
H (8.1123, -2.2182, -1.5126)
H (6.5745, -1.5705, -1.0497)
H (7.5755, -0.8774, -3.1489)
H (6.6571, 1.4286, -3.0357)
H (6.5959, 1.4353, -1.3839)
H (4.2945, 1.9329, -1.5228)
H (3.1909, 0.7415, -2.0056)
H (4.0926, 1.5960, -3.2029)
H (8.9673, 1.1202, -2.9555)
H (9.0091, 0.9421, -1.3661)
C (-2.1855, 3.4904, -4.5646)
C (-1.5971, 4.2447, -3.3695)
C (-2.4254, 5.4277, -2.8714)
O (-2.5766, 6.4063, -3.9698)
C (-3.1971, 7.5661, -3.5565)
N (-1.3472, 3.2697, -2.2990)
H (-3.1895, 3.1905, -4.2646)
H (-1.5416, 2.6541, -4.8368)
H (-2.2609, 4.1093, -5.4588)
H (-0.5729, 4.5691, -3.5533)
H (-1.8666, 6.0154, -2.1431)
H (-3.3806, 5.1263, -2.4416)
H (-3.6498, 8.0922, -4.3970)
H (-2.4863, 8.2390, -3.0767)
H (-4.0204, 7.2996, -2.8938)
H (-0.8253, 3.6770, -1.5362)
H (-0.8847, 2.4674, -2.7022)
C (-1.2798, -4.0356, 3.8418)
C (-2.5780, -4.6223, 3.1924)
C (-2.2863, -5.1591, 1.7078)
O (-1.7643, -4.1746, 0.8150)
C (-2.6582, -3.1355, 0.4857)
N (-2.9622, -5.6827, 4.0128)
H (-0.5106, -4.7930, 3.9933)
H (-1.4637, -3.6099, 4.8282)
H (-0.7532, -3.2955, 3.2392)
H (-3.3233, -3.8270, 3.2066)
H (-3.2567, -5.4908, 1.3384)
H (-1.5646, -5.9760, 1.7106)
H (-3.0080, -2.5240, 1.3175)
H (-3.5263, -3.5508, -0.0261)
H (-2.1806, -2.4292, -0.1933)
H (-3.8397, -6.0219, 3.6455)
H (-3.2221, -5.3518, 4.9310)
C (-4.6630, 2.6720, 3.5569)
C (-3.0664, 2.7357, 3.7385)
C (-2.3211, 3.1519, 2.4430)
O (-2.9835, 4.3079, 1.9042)
C (-2.4416, 4.7445, 0.6832)
N (-2.8957, 3.8430, 4.6968)
H (-4.9844, 3.6969, 3.3719)
H (-5.1098, 2.1696, 4.4148)
H (-5.0041, 2.0572, 2.7240)
H (-2.6366, 1.8427, 4.1925)
H (-2.4266, 2.3672, 1.6938)
H (-1.2634, 3.3912, 2.5530)
H (-3.1522, 5.4288, 0.2195)
H (-2.0867, 3.9757, -0.0032)
H (-1.4603, 5.1882, 0.8516)
H (-1.9175, 4.0937, 4.6774)
H (-3.4089, 4.6411, 4.3506)
C (-1.2592, -0.2393, -3.2891)
C (0.1824, -0.6550, -3.5138)
C (1.1576, 0.4384, -4.0439)
O (0.8274, 1.1368, -5.2532)
C (1.0188, 0.4204, -6.4861)
N (0.7261, -1.2296, -2.2901)
H (-1.8062, 0.0531, -4.1853)
H (-1.2960, 0.6033, -2.5986)
H (-1.9441, -1.0202, -2.9584)
H (0.1369, -1.4291, -4.2798)
H (2.1434, -0.0012, -4.1958)
H (1.3627, 1.1197, -3.2181)
H (2.0404, 0.0434, -6.5342)
H (0.7709, 0.9470, -7.4077)
H (0.4203, -0.4906, -6.4807)
H (0.2368, -2.0891, -2.0854)
H (1.7026, -1.4870, -2.3065)
C (0.1623, -4.4364, -3.7953)
C (-0.8975, -4.6241, -2.6842)
C (-0.9811, -6.0919, -2.1784)
O (-1.1428, -7.0281, -3.2195)
C (-2.4337, -6.9963, -3.7845)
N (-0.4191, -3.7116, -1.6189)
H (0.3272, -3.3715, -3.9597)
H (-0.2529, -4.6901, -4.7706)
H (1.0565, -5.0376, -3.6304)
H (-1.8824, -4.2597, -2.9762)
H (-1.6948, -6.2245, -1.3654)
H (0.0183, -6.3588, -1.8346)
H (-3.1392, -7.1076, -2.9611)
H (-2.5790, -7.7653, -4.5432)
H (-2.6552, -6.0459, -4.2699)
H (0.5202, -4.0420, -1.4492)
H (-0.9182, -3.9103, -0.7636)
C (4.8506, -0.7273, 2.4188)
C (5.4658, 0.5633, 1.8453)
O (6.7053, 0.9063, 2.4946)
H (5.5087, -1.5928, 2.3433)
H (3.9270, -0.9176, 1.8721)
H (4.5132, -0.6641, 3.4534)
H (4.7145, 1.3437, 1.9660)
H (5.5464, 0.5610, 0.7583)
H (6.5349, 0.6610, 3.4070)
C (-0.8222, -0.2812, 0.8312)
C (0.3973, 0.6312, 0.7649)
O (0.5329, 1.1365, -0.5707)
H (-1.7457, 0.1026, 0.3976)
H (-0.9506, -0.5031, 1.8907)
H (-0.4722, -1.2038, 0.3683)
H (1.2991, 0.1572, 1.1522)
H (0.1870, 1.4472, 1.4562)
H (0.6502, 0.3607, -1.1239)
C (-5.3386, 0.6979, -0.9301)
C (-4.0103, 1.1159, -1.4901)
O (-3.9527, 2.5177, -1.7128)
H (-6.1960, 0.7778, -1.5984)
H (-5.5833, 1.3137, -0.0647)
H (-5.2585, -0.3430, -0.6167)
H (-3.7208, 0.6096, -2.4109)
H (-3.2613, 0.8724, -0.7365)
H (-3.0319, 2.7085, -1.9061)
C (2.0700, 3.9570, -2.1276)
C (2.2381, 3.9157, -0.5758)
O (0.9358, 3.7402, -0.0569)
H (1.4776, 4.8437, -2.3533)
H (1.4448, 3.1553, -2.5206)
H (3.0043, 4.0305, -2.6843)
H (2.7867, 4.7690, -0.1769)
H (2.7658, 3.0369, -0.2051)
H (0.6489, 2.8299, -0.1598)
C (-4.2734, -0.6444, 3.7499)
C (-5.6313, -0.7619, 3.1014)
O (-5.5250, -1.3059, 1.7733)
H (-3.5728, -0.1355, 3.0878)
H (-3.8908, -1.6530, 3.9058)
H (-4.2777, -0.0820, 4.6835)
H (-6.0651, 0.2351, 3.0242)
H (-6.3279, -1.3530, 3.6959)
H (-6.3250, -1.0210, 1.3255)
C (2.4294, -3.2820, 1.2387)
C (2.1176, -4.7584, 1.0234)
O (2.3414, -4.9418, -0.3552)
H (2.0988, -2.9956, 2.2371)
H (1.7991, -2.7131, 0.5553)
H (3.4693, -3.0413, 1.0180)
H (1.1016, -4.9066, 1.3892)
H (2.6476, -5.4176, 1.7109)
H (3.2633, -4.7833, -0.5713)
C (-0.4603, -0.6226, 5.2379)
C (0.9520, -1.1348, 4.9220)
O (1.8559, -0.6416, 5.8690)
H (-0.5117, 0.4645, 5.1777)
H (-0.7627, -1.0273, 6.2038)
H (-1.0650, -1.1212, 4.4805)
H (1.2460, -0.7907, 3.9305)
H (0.9814, -2.2243, 4.9388)
H (1.6546, 0.2551, 6.1466)
C (2.0802, 2.2380, 3.3929)
C (3.0949, 2.4149, 4.5116)
O (2.6021, 3.3302, 5.4844)
H (2.0591, 3.1461, 2.7903)
H (1.0993, 1.8828, 3.7086)
H (2.4976, 1.4918, 2.7168)
H (4.0351, 2.7814, 4.0996)
H (3.2530, 1.4448, 4.9829)
H (3.3420, 3.8800, 5.7524)

Mulliken atomic charge list, values in e, 99 entries: atom 1 (C): -1.1973, atom 2 (C): 0.3337, atom 3 (C): -0.6635, atom 4 (O): -0.2915, atom 5 (C): -0.5201, atom 6 (N): -0.7139, atom 7 (H): 0.2788, atom 8 (H): 0.3268, atom 9 (H): 0.2748, atom 10 (H): 0.2820, atom 11 (H): 0.3860, atom 12 (H): 0.2643, atom 13 (H): 0.4179, atom 14 (H): -0.3573, atom 15 (H): 0.5273, atom 16 (H): 0.2957, atom 17 (H): 0.2940, atom 18 (C): -1.4564, atom 19 (C): 0.4126, atom 20 (C): -0.5814, atom 21 (O): -0.4078, atom 22 (C): -0.7691, atom 23 (N): 1.0125, atom 24 (H): 0.2854, atom 25 (H): 0.2670, atom 26 (H): 0.4362, atom 27 (H): 0.4310, atom 28 (H): 0.4235, atom 29 (H): 0.3522, atom 30 (H): 0.2802, atom 31 (H): 0.2708, atom 32 (H): 0.3181, atom 33 (H): -0.1978, atom 34 (H): -0.8687, atom 35 (C): -1.2189, atom 36 (C): 1.0181, atom 37 (C): -1.3904, atom 38 (O): -0.0605, atom 39 (C): 0.0560, atom 40 (N): -0.7668, atom 41 (H): 0.3426, atom 42 (H): 0.4688, atom 43 (H): 0.0280, atom 44 (H): -0.1166, atom 45 (H): 0.5667, atom 46 (H): 0.2429, atom 47 (H): -0.1532, atom 48 (H): 0.3074, atom 49 (H): -0.4023, atom 50 (H): 0.3074, atom 51 (H): 0.2980, atom 52 (C): -1.1232, atom 53 (C): 0.5968, atom 54 (C): 0.1244, atom 55 (O): -0.4532, atom 56 (C): -0.3199, atom 57 (N): -0.7261, atom 58 (H): 0.5054, atom 59 (H): 0.4404, atom 60 (H): -0.2753, atom 61 (H): -0.1065, atom 62 (H): -0.2457, atom 63 (H): 0.4154, atom 64 (H): 0.3277, atom 65 (H): -0.1579, atom 66 (H): 0.3742, atom 67 (H): 0.3035, atom 68 (H): 0.3513, atom 69 (C): -0.9483, atom 70 (C): 0.7672, atom 71 (C): 0.1693, atom 72 (O): -0.3165, atom 73 (C): -0.8866, atom 74 (N): -0.0489, atom 75 (H): 0.6509, atom 76 (H): -0.3223, atom 77 (H): 0.4360, atom 78 (H): 0.4024, atom 79 (H): 0.8008, atom 80 (H): -1.4209, atom 81 (H): 0.3202, atom 82 (H): 0.3027, atom 83 (H): 0.3289, atom 84 (H): -0.5108, atom 85 (H): 0.3168, atom 86 (C): -1.1552, atom 87 (C): 0.3122, atom 88 (C): -0.7388, atom 89 (O): -0.4483, atom 90 (C): -0.6816, atom 91 (N): 0.6657, atom 92 (H): 0.0211, atom 93 (H): 0.4496, atom 94 (H): 0.2864, atom 95 (H): 0.6159, atom 96 (H): 0.4604, atom 97 (H): 0.1358, atom 98 (H): 0.2996, atom 99 (H): 0.2922